[1]
{
  "formula": "C16H19N3O3S2",
  "method": "wB97M-V/def2-TZVPD",
  "species": ["C", "C", "O", "C", "C", "C", "C", "C", "C", "C", "C", "C", "C", "N", "S", "O", "O", "C", "C", "C", "C", "S", "N", "N", "H", "H", "H", "H", "H", "H", "H", "H", "H", "H", "H", "H", "H", "H", "H", "H", "H", "H", "H"],
  "positions_angstrom": [[-1.488355, 0.209029, 2.873077], [-1.796245, 0.547641, 1.436402], [-3.033235, 0.669570, 0.937119], [-2.938760, 1.100968, -0.362331], [-4.057140, 1.357225, -1.317065], [-5.271297, 1.838999, -0.528560], [-4.445722, 0.021903, -1.993102], [-3.684651, 2.383152, -2.330327], [-1.618584, 1.206426, -0.678105], [-0.862121, 0.871229, 0.490695], [0.576669, 0.881068, 0.562843], [1.427959, 0.152332, 1.487472], [2.687392, 0.461525, 1.107105], [3.747928, -0.123367, 1.744119], [5.188954, -0.397496, 0.894562], [5.321745, 0.562008, -0.231710], [6.327787, -0.393293, 1.801605], [4.855911, -2.032895, 0.212196], [5.480928, -3.216621, 0.556818], [5.077234, -4.351693, -0.222294], [4.139222, -3.978853, -1.145164], [3.708949, -2.225892, -1.064945], [2.585500, 1.296249, -0.017914], [1.281240, 1.556785, -0.327379], [-2.264840, 0.625358, 3.488446], [-0.562902, 0.635065, 3.222980], [-1.525974, -0.892768, 3.022124], [-5.524782, 1.144470, 0.267351], [-5.002580, 2.784033, -0.064516], [-6.150846, 1.963124, -1.185517], [-3.629730, -0.385388, -2.593226], [-5.341341, 0.170733, -2.611087], [-4.656827, -0.726396, -1.219101], [-2.974112, 1.967807, -3.048224], [-4.603411, 2.700285, -2.903949], [-3.267029, 3.274017, -1.836027], [-1.257337, 1.506547, -1.661273], [1.102923, -0.490147, 2.264566], [3.586242, -0.901212, 2.370361], [6.255717, -3.312239, 1.297019], [5.491629, -5.365651, -0.169803], [3.717605, -4.613826, -1.940566], [3.396290, 1.520190, -0.584679]],
  "forces_ev_per_a": [[-1.6, -0.9, -0.6], [2.5, 0.3, 0.2], [-1.4, 0.1, 0.1], [2.2, 0.1, -0.6], [-1.5, -1.5, 1.1], [-0.2, 0.2, -0.1], [0.0, 0.0, 0.2], [-0.4, 1.0, -1.0], [-0.4, 0.3, -0.3], [-1.1, 0.0, -0.4], [1.0, -0.5, 0.7], [-1.6, 1.4, -1.3], [-2.1, 0.3, -1.6], [3.6, 0.5, -0.8], [1.8, 1.3, -1.2], [-1.3, -1.8, 2.1], [-2.0, -0.9, -0.7], [0.8, -0.4, 0.4], [0.0, 0.2, -0.1], [-0.6, 1.0, -0.5], [-0.4, 0.8, -0.4], [0.8, -2.0, 0.1], [0.9, -1.2, 1.9], [0.7, -0.5, 0.3], [-0.5, 0.1, 0.5], [0.4, 0.0, -0.2], [0.3, 0.6, 0.1], [-0.1, -0.1, 0.1], [-0.3, 0.3, 0.1], [0.4, 0.0, 0.3], [0.0, 0.2, -0.1], [0.2, -0.2, 0.0], [-0.1, 0.1, -0.2], [0.1, 0.3, 0.0], [0.9, -0.3, 0.5], [0.0, -0.2, -0.3], [0.1, -0.1, 0.5], [0.0, -0.4, 0.5], [-0.4, 0.2, 0.0], [0.1, 0.3, 0.2], [-0.2, 0.6, 0.1], [0.1, 0.6, 0.6], [-0.5, 0.3, -0.1]],
  "mulliken_charge": [-1.687, 0.302, -0.444, -0.099, 2.208, -1.713, -1.603, -1.880, -0.386, 0.977, -0.118, -0.276, -0.362, -0.327, 1.097, -0.657, -0.618, 0.060, -0.211, -0.436, -0.460, -0.042, 0.353, -0.939, 0.385, 0.494, 0.280, 0.333, 0.397, 0.415, 0.379, 0.400, 0.379, 0.349, 0.409, 0.423, 0.417, 0.401, 0.325, 0.469, 0.362, 0.374, 0.269],
  "smiles": "Cc1oc(C(C)(C)C)cc1-c1cc(NS(=O)(=O)c2cccs2)[nH]n1",
  "orbital_gap_ev": 7.89,
  "relative_energy_ev": 3.290,
  "largest_force_ha_per_bohr": 0.073
}

[2]
{
  "formula": "C16H19N3O5S2",
  "method": "wB97M-V/def2-TZVPD",
  "species": ["C", "S", "O", "O", "N", "C", "C", "N", "C", "C", "C", "C", "N", "O", "O", "C", "S", "C", "C", "C", "C", "C", "O", "C", "C", "C", "H", "H", "H", "H", "H", "H", "H", "H", "H", "H", "H", "H", "H", "H", "H", "H", "H", "H", "H"],
  "positions_angstrom": [[2.478066, 3.721008, -4.669731], [0.934403, 3.181159, -4.090869], [0.588719, 2.030079, -4.926830], [-0.079202, 4.211498, -4.012027], [1.264414, 2.625842, -2.543370], [0.605414, 3.284387, -1.393345], [-0.691724, 2.601651, -0.818165], [-0.547192, 1.083613, -0.644504], [-0.837118, 0.323377, 0.506038], [-1.757315, 0.875141, 1.432107], [-2.055456, 0.158257, 2.569774], [-1.425331, -1.068027, 2.916400], [-1.783861, -1.631566, 4.171988], [-1.125005, -2.512940, 4.583546], [-2.855651, -1.136926, 4.717793], [-0.630727, -1.652419, 1.914608], [0.171164, -3.276732, 2.156121], [1.923617, -2.798336, 2.578624], [2.032483, -1.989896, 3.804232], [2.119276, -0.669400, 4.035666], [2.127903, -0.439017, 5.428559], [1.861540, -1.601274, 5.963085], [1.754077, -2.585912, 5.027194], [-0.304991, -0.935442, 0.793787], [0.143482, 0.478656, -1.824963], [1.399902, 1.159716, -2.302648], [2.992346, 4.255432, -3.877682], [3.191332, 2.831239, -4.835452], [2.375124, 4.408152, -5.443449], [1.398745, 3.150576, -0.634438], [0.256884, 4.271320, -1.497341], [-0.845039, 3.134213, 0.105962], [-1.554492, 2.790562, -1.486329], [-2.250831, 1.755104, 1.283378], [-2.843849, 0.632922, 3.140876], [2.363817, -3.760728, 2.761997], [2.544391, -2.330548, 1.769364], [2.268501, 0.111409, 3.286624], [2.283718, 0.513959, 5.946624], [1.945357, -1.816640, 7.000100], [0.463511, -1.253511, 0.117953], [-0.543458, 0.576657, -2.700340], [0.526830, -0.565429, -1.709082], [1.808861, 0.709700, -3.232134], [2.120330, 0.962078, -1.556739]],
  "forces_ev_per_a": [[2.4, -1.4, 1.8], [-2.5, -2.5, -0.5], [0.7, 1.0, 0.9], [1.4, 0.1, 0.3], [-0.9, 0.2, -0.2], [0.3, -2.8, 1.2], [0.5, -1.8, -1.0], [1.6, 0.1, -0.4], [-0.6, 2.1, -0.4], [1.7, -3.3, 0.4], [0.1, 0.3, 0.0], [-1.0, 1.9, -2.2], [-4.1, 2.2, 0.3], [0.8, -1.5, 1.7], [3.1, -1.6, -1.0], [1.0, -0.9, 1.9], [0.4, 0.8, -0.7], [0.0, 0.4, -0.3], [-1.4, 0.0, 1.1], [1.1, 1.5, -1.8], [-0.2, 2.5, -0.5], [0.2, -1.8, 0.8], [0.9, -0.1, 0.0], [0.2, 0.9, -1.1], [-0.9, 0.0, -1.0], [0.1, 1.0, -1.1], [-0.2, 0.3, 0.4], [-1.6, 1.2, -0.3], [-0.3, 0.7, -1.8], [-0.6, 0.7, 0.2], [0.5, 1.4, -0.7], [-0.3, -0.3, 0.6], [0.4, -0.1, 0.2], [-1.1, 2.2, -0.6], [0.3, -0.5, 0.6], [0.2, -0.6, 0.1], [-1.0, -0.3, 0.5], [0.0, -0.4, 0.1], [-0.1, -0.6, -0.3], [-0.5, -0.9, 0.5], [0.1, -0.8, -0.1], [0.1, -0.6, 0.6], [-1.2, 0.7, 0.2], [-0.7, 0.1, 0.5], [1.3, 0.4, 1.0]],
  "mulliken_charge": [-1.035, 1.179, -0.647, -0.650, 0.155, -1.169, -0.606, 0.170, 1.122, -0.815, -0.555, -0.109, 0.898, -0.527, -0.648, -0.184, -0.105, -0.831, 0.048, 0.059, -0.535, -0.406, -0.318, -0.416, -0.531, -1.178, 0.348, 0.290, 0.447, 0.406, 0.491, 0.461, 0.287, 0.554, 0.428, 0.419, 0.357, 0.458, 0.384, 0.467, 0.314, 0.242, 0.326, 0.478, 0.476],
  "smiles": "CS(=O)(=O)N1CCN(c2ccc([N+](=O)[O-])c(SCc3ccco3)c2)CC1",
  "orbital_gap_ev": 8.04,
  "relative_energy_ev": 4.241,
  "largest_force_ha_per_bohr": 0.090
}